Record 1
C5H9BrN3O2 | ωB97M-V with the def2-TZVPD basis set

The geometry in XYZ format:
```
20
Properties=species:S:1:pos:R:3:forces:R:3:mulliken_charge:R:1
C 0.155 -0.090 -2.173 1.64 -2.15 -2.19 -0.7919
H 1.209 0.145 -2.712 -2.53 -0.19 1.70 0.3208
C -0.079 -2.727 0.902 0.80 -1.74 0.47 -0.6215
H -2.100 2.538 0.485 -0.57 -0.07 0.02 0.3586
H -0.364 2.803 0.973 -1.55 -1.71 -1.13 0.2913
H 0.020 -1.237 -2.200 0.14 1.91 0.13 0.3369
N -0.882 1.368 -0.723 -0.96 1.96 1.17 -0.4628
O 1.339 1.678 1.308 0.97 1.56 0.24 -0.5248
C -1.166 2.022 0.589 1.56 -0.63 1.08 -0.7689
H -1.371 1.738 -1.588 1.34 -1.06 1.44 0.2645
N 1.090 0.505 1.359 -0.56 0.93 0.99 0.9435
H 1.470 -3.879 2.016 1.34 -0.87 0.86 0.4605
N 0.013 0.396 -0.811 1.68 0.57 0.21 0.6394
H -0.675 0.385 -2.690 0.30 -0.40 -0.54 0.3428
Br -1.584 -2.233 0.060 -0.38 0.06 0.01 -0.0297
H 1.455 -0.889 -0.005 0.28 -1.04 -1.07 0.6671
C 0.828 -0.049 0.102 -1.08 -0.26 -1.50 -0.5892
H -1.213 1.155 1.362 -0.31 1.66 -1.14 0.3305
C 0.769 -3.429 1.416 -2.13 2.09 -1.27 0.3215
O 1.087 -0.199 2.326 0.03 -0.62 0.52 -0.4886
```
Positions in Å, forces in eV/Å.

Calculated values
* gap between HOMO and LUMO: 8.16 eV
* HOMO level: -13.47 eV
* net charge: +1
* LUMO level: -5.317 eV



Record 2
C5H9BrN3O2 | ωB97M-V with the def2-TZVPD basis set

The geometry in XYZ format:
```
20
Properties=species:S:1:pos:R:3:forces:R:3:mulliken_charge:R:1
N -0.371 -0.057 0.931 -2.07 1.79 -3.26 -0.5086
H -0.485 -1.159 2.646 -0.03 -0.04 0.03 0.3748
C -0.944 -1.127 1.647 0.07 -1.14 0.56 -0.9405
C 1.030 -0.574 -0.968 -0.73 -0.30 -0.73 -0.3693
N -1.510 1.454 -1.017 0.32 -0.12 -0.29 1.1738
C 1.766 0.942 0.744 0.40 0.91 0.29 -0.7310
H 2.817 0.728 0.569 0.01 -0.15 -0.07 0.3877
H -1.999 -0.899 1.790 0.06 -0.06 -0.02 0.3453
H 2.004 -0.836 -1.345 0.15 -0.07 0.03 0.5169
N 0.951 -0.280 0.469 0.62 -0.66 0.03 0.3207
Br -0.100 -0.918 -3.560 0.04 0.22 0.73 -0.0395
C -0.077 -0.470 -1.703 0.83 -0.15 -0.41 -0.1209
O -2.637 1.824 -0.863 -0.73 0.20 0.12 -0.5619
O -0.508 2.126 -1.042 0.30 0.52 -0.13 -0.5724
H 1.381 -1.074 0.980 -0.22 0.21 -0.19 0.4573
C -1.317 0.014 -1.149 1.29 -0.75 3.30 -0.2642
H -2.225 -0.574 -1.166 -0.12 0.12 -0.03 0.5324
H 1.616 1.257 1.775 -0.05 -0.24 -0.06 0.3498
H 1.424 1.736 0.080 -0.02 -0.24 0.08 0.2876
H -0.816 -2.112 1.182 -0.12 -0.05 0.01 0.3620
```
Positions in Å, forces in eV/Å.

Calculated values
* gap between HOMO and LUMO (alpha / beta): 7.75 / 7.74 eV
* HOMO level (alpha / beta): -14.10 / -14.10 eV
* net charge: +1
* LUMO level (alpha / beta): -6.357 / -6.357 eV



Record 3
C5H9BrNO6S2 | ωB97M-V with the def2-TZVPD basis set

The geometry in XYZ format:
```
24
Properties=species:S:1:pos:R:3:forces:R:3:mulliken_charge:R:1
S 0.055 -1.336 -2.046 -1.40 -5.53 -4.25 1.0722
C -2.509 0.458 0.858 2.03 1.84 -0.57 -0.4036
H 0.357 0.599 -0.141 1.12 -0.62 -0.84 -0.1435
N -1.415 -0.662 -1.520 1.86 -0.82 2.18 -0.4282
C -3.200 1.447 -0.189 -4.48 -0.95 1.35 0.4287
C 2.300 -0.346 0.599 0.09 0.51 -0.77 -0.2427
H 3.406 0.376 2.447 -1.08 0.86 -1.11 0.3164
O 0.310 -2.754 -1.552 -0.16 4.37 0.27 -0.6212
O -0.075 -1.467 -3.559 0.55 2.00 3.90 -0.6928
H 1.821 1.344 2.017 1.48 -0.63 -0.36 0.2181
C 1.386 0.345 -0.551 1.58 1.11 1.73 0.0470
S -1.850 -1.120 0.060 -0.70 -3.31 0.56 1.0018
H 1.784 -1.220 1.109 0.44 1.29 -0.65 0.2441
O -4.440 1.533 -0.164 4.67 0.10 -0.52 -0.4953
O -0.726 -1.563 0.955 -2.14 1.49 -1.73 -0.5276
Br -2.159 2.572 -1.481 -0.47 -0.81 1.08 -0.1485
H -3.123 0.251 1.790 0.34 0.03 -1.71 0.3834
O 1.402 -0.368 -1.806 -2.26 -0.23 1.10 -0.4093
H 3.216 -0.761 0.054 -1.15 0.56 0.80 0.2642
O -3.032 -2.076 0.047 2.86 2.96 -0.20 -0.6614
H -1.555 1.000 1.223 -1.33 -0.92 -0.65 0.1843
H 1.900 1.361 -0.751 -0.82 -1.53 0.01 0.3059
C 2.758 0.825 1.611 -0.02 -0.80 -0.80 -0.9714
H 3.391 1.563 0.991 -0.99 -0.95 1.17 0.2796
```
Positions in Å, forces in eV/Å.

Calculated values
* gap between HOMO and LUMO: 8.84 eV
* HOMO level: -6.23 eV
* net charge: -1
* LUMO level: 2.609 eV
* SMILES: CCCOS(=O)(=O)N=[S@](=O)([O-])CC(=O)Br



Record 4
C5H9Cl | ωB97M-V with the def2-TZVPD basis set

The geometry in XYZ format:
```
15
Properties=species:S:1:pos:R:3:forces:R:3:mulliken_charge:R:1
C 1.044 1.775 0.120 0.25 0.93 -0.95 -1.1017
C 0.450 0.475 -0.312 -1.23 -1.81 -0.17 0.1045
H 0.587 2.593 -0.511 0.42 -0.74 0.73 0.2731
H 0.869 2.007 1.167 0.14 -0.11 0.07 0.3287
H -0.879 0.494 1.500 0.41 -1.40 -2.37 0.1688
Cl 1.551 -0.968 0.010 0.12 0.48 0.11 -0.2154
H -2.283 -1.620 0.780 -0.23 -0.07 0.44 0.2456
H 2.120 1.737 -0.114 -0.37 0.30 0.27 0.3483
C -0.880 0.116 0.362 -0.16 1.42 3.67 0.0409
C -1.820 -1.039 0.016 0.63 3.15 0.60 -0.5961
H -1.487 -1.543 -0.810 0.53 -1.40 -1.99 0.2785
H -2.186 0.986 -1.146 -0.37 -0.87 -0.07 0.2173
C -2.219 0.437 -0.198 1.92 -1.06 -2.35 -0.6506
H 0.380 0.439 -1.403 -0.21 0.05 0.16 0.2647
H -2.933 0.784 0.435 -1.83 1.11 1.84 0.2936
```
Positions in Å, forces in eV/Å.

Calculated values
* gap between HOMO and LUMO: 11.38 eV
* HOMO level: -10.26 eV
* LUMO level: 1.124 eV
* SMILES: C[C@@H](Cl)C1CC1



Record 5
C5H9Cl | ωB97M-V with the def2-TZVPD basis set

The geometry in XYZ format:
```
15
Properties=species:S:1:pos:R:3:forces:R:3:mulliken_charge:R:1
C 0.435 1.292 0.390 -2.49 -2.79 4.10 -0.6727
H -1.244 1.482 -1.092 0.89 -1.50 1.48 0.1697
H 0.254 2.312 0.331 0.90 2.21 0.03 0.3315
H 2.619 1.286 -0.070 -1.79 -1.13 0.35 0.2945
C -1.806 -0.089 0.243 4.64 -0.13 2.76 0.1909
C 1.609 0.738 -0.275 3.00 1.69 -0.23 -0.3717
H -3.839 -0.366 0.702 1.29 -0.30 -1.67 0.2527
H 1.458 1.042 -1.283 0.08 -0.87 -1.50 0.3102
C -0.869 0.816 -0.187 -3.76 -0.21 -1.98 -0.2645
H -3.620 -0.250 -1.108 1.04 -0.09 0.73 0.3174
Cl 1.815 -1.001 0.000 -0.02 0.23 -0.29 -0.1843
H -3.090 -1.684 -0.161 0.20 -0.14 -0.31 0.2910
H 0.392 0.971 1.519 0.35 0.78 -1.83 0.2982
C -3.080 -0.597 -0.183 -4.10 0.49 0.59 -1.0889
H -1.518 -0.732 1.237 -0.22 1.75 -2.24 0.1260
```
Positions in Å, forces in eV/Å.

Calculated values
* gap between HOMO and LUMO: 10.19 eV
* HOMO level: -9.12 eV
* LUMO level: 1.069 eV
* SMILES: C/C=C/CCCl



Record 6
C5H9Cl2NO2 | ωB97M-V with the def2-TZVPD basis set

The geometry in XYZ format:
```
19
Properties=species:S:1:pos:R:3:forces:R:3:mulliken_charge:R:1
H -1.365 -0.425 -1.172 -0.91 0.32 -0.65 0.2926
C 1.772 2.639 1.610 -2.32 2.15 -3.28 -0.4610
O 0.556 2.953 3.434 -0.55 -0.23 0.45 -0.5853
H -0.448 0.745 1.136 0.68 0.20 1.80 0.3551
C -0.472 -0.268 -0.619 2.29 -0.45 -1.51 -0.4623
H 0.248 -1.389 1.118 0.32 0.10 0.41 0.3283
N 0.995 2.154 2.633 -0.41 -1.27 0.39 0.9358
C 0.447 2.024 -0.311 1.63 0.39 0.85 -0.2520
C -0.346 -1.553 0.236 0.54 1.91 -0.20 -1.1959
H 1.250 1.592 -0.882 0.56 -0.02 0.24 0.4235
H -1.337 -1.781 0.539 -0.76 -0.79 0.37 0.3474
H -1.515 1.364 0.066 -2.09 1.57 -0.20 0.4424
H 0.339 -0.226 -1.461 -1.12 -0.14 1.59 0.3004
H 2.559 2.190 1.131 1.64 -1.71 -0.19 0.4880
Cl -0.014 3.469 -1.006 -0.37 0.83 -0.14 -0.0998
Cl 1.760 4.336 1.292 0.43 -0.12 0.87 -0.1218
C -0.525 1.092 0.145 -0.24 -2.88 -1.01 -0.4899
O 0.739 0.923 2.604 0.68 1.04 0.62 -0.5795
H 0.132 -2.311 -0.337 0.01 -0.90 -0.43 0.3339
```
Positions in Å, forces in eV/Å.

Calculated values
* gap between HOMO and LUMO (alpha / beta): 7.91 / 7.90 eV
* HOMO level (alpha / beta): -9.07 / -9.07 eV
* LUMO level (alpha / beta): -1.156 / -1.161 eV



Record 7
C5H9ClFN | ωB97M-V with the def2-TZVPD basis set

The geometry in XYZ format:
```
17
Properties=species:S:1:pos:R:3:forces:R:3:mulliken_charge:R:1
H 1.285 -1.209 1.685 -1.68 0.66 -0.78 0.3182
H -0.555 2.278 0.015 -1.37 -1.69 -0.55 0.1792
Cl 2.846 0.020 -0.139 1.30 -0.94 0.03 -0.1750
C 0.184 -0.337 -0.178 -0.63 -2.52 1.66 1.0638
H 1.343 1.089 -1.364 -0.71 0.58 -1.28 0.5197
H 0.211 -1.084 -2.024 -0.01 -0.61 0.26 0.2664
C -1.393 1.507 -0.139 -0.85 1.53 0.42 -0.6511
H -0.249 0.167 1.839 1.87 -3.55 -0.62 0.2811
C -1.219 0.195 -0.239 -1.21 1.92 -0.12 0.1316
H -0.343 -2.005 -0.798 -1.91 -2.38 -0.12 0.3276
C 0.251 -0.905 1.286 -0.77 3.00 1.81 -1.1735
C 1.244 0.672 -0.404 1.09 1.84 2.40 -1.0739
F -2.379 -0.647 -0.248 2.82 1.11 -0.13 -0.2921
H 1.296 1.476 0.381 -0.87 -0.56 -1.02 0.3171
H -2.412 1.944 -0.058 0.75 -0.46 -0.17 0.3025
H -0.493 -1.723 1.458 0.62 0.71 -0.27 0.3435
N 0.382 -1.438 -1.075 1.56 1.35 -1.51 -0.6851
```
Positions in Å, forces in eV/Å.

Calculated values
* gap between HOMO and LUMO: 10.62 eV
* HOMO level: -9.91 eV
* LUMO level: 0.707 eV
* SMILES: C=C(F)[C@@](C)(N)CCl



Record 8
C5H9ClI2O2PV | ωB97M-V with the def2-TZVPD basis set

The geometry in XYZ format:
```
21
Properties=species:S:1:pos:R:3:forces:R:3:mulliken_charge:R:1
O 0.831 -2.134 -1.924 -1.52 4.00 3.68 -0.0953
O -0.901 -2.100 2.265 0.57 1.50 -1.43 -0.0113
C -3.437 0.461 -0.344 0.59 -0.36 0.70 -1.1176
H -3.612 -0.589 -0.098 -0.14 0.09 -0.02 0.3973
H -3.065 0.079 -3.311 0.13 0.06 0.24 0.3918
H -0.987 2.536 -2.442 -0.09 0.11 -0.01 0.3325
H -1.712 2.986 -0.884 -0.07 0.05 -0.17 0.3653
H -1.306 -0.183 -3.476 -0.13 0.02 -0.06 0.4221
C 0.506 -1.299 -1.171 2.79 -8.27 -7.72 0.4164
V 0.000 0.000 0.000 -0.52 6.90 6.31 0.0441
H -2.767 2.634 -2.291 0.07 -0.37 0.10 0.4004
C -0.584 -1.364 1.471 -0.75 -2.07 1.68 0.4325
C -1.838 2.367 -1.776 0.92 -0.04 0.48 -1.0161
H -4.272 0.844 -0.941 0.33 -0.05 -0.14 0.3976
P -1.853 0.612 -1.251 -3.11 0.82 -2.23 1.0658
I 3.098 2.756 -2.692 0.69 -1.74 -0.91 0.0865
H -3.349 1.028 0.586 -0.15 -0.03 -0.11 0.3879
Cl -0.664 1.701 1.536 0.74 -1.91 -1.66 -0.2280
I 2.024 4.634 -1.407 -0.89 1.56 1.05 0.1129
C -2.166 -0.297 -2.811 0.64 -0.33 0.31 -1.1839
H -2.290 -1.361 -2.592 -0.10 0.05 -0.10 0.3992
```
Positions in Å, forces in eV/Å.

Calculated values
* gap between HOMO and LUMO (alpha / beta): 3.31 / 3.05 eV
* spin multiplicity: 3
* HOMO level (alpha / beta): -14.96 / -14.64 eV
* net charge: +2
* LUMO level (alpha / beta): -11.654 / -11.590 eV